Entry 1:
ORCA calculation (wB97M-V/def2-TZVPD) on a gas-phase ion, C8H12N (charge +1) at a distorted geometry.

Each line ends with the Löwdin charge.
Positions of all 21 atoms, in Å:
C1 3.598 1.846 1.797  0.167
C2 2.574 1.764 1.167  -0.084
C3 1.232 1.696 0.612  -0.108
C4 1.034 1.788 -1.095  0.132
C5 0.553 0.773 -0.277  -0.187
N1 -0.179 -0.171 0.210  0.157
C6 -0.977 -1.108 -0.501  -0.407
C7 -2.484 -0.774 -0.309  -0.048
C8 -0.806 -2.629 -0.183  -0.029
H1 4.476 2.160 2.315  0.053
H2 0.667 2.497 1.029  0.142
H3 0.339 2.336 -1.608  0.104
H4 2.021 1.988 -1.366  0.120
H5 -0.337 0.032 1.328  0.282
H6 -0.863 -1.023 -1.566  0.139
H7 -2.742 -0.831 0.767  0.100
H8 -2.719 0.113 -0.857  0.064
H9 -3.088 -1.489 -0.987  0.128
H10 -0.681 -3.145 -1.196  0.113
H11 -1.724 -2.957 0.307  0.072
H12 0.109 -2.866 0.413  0.091

Atoms 1-3, force components in eV/Å:
-0.7452 0.5201 -0.5780
-0.0170 -0.8450 -0.3722
0.4518 2.4446 -1.2184

As for the net charge: +1. The energy comes out at -366.328850 a.u. The HOMO energy is -13.65 eV. The SMILES is C#C[C@H]1C/C1=[NH+]\C(C)C. As for the HOMO-LUMO gap: 0.3286 Eh. The maximum force comes out at 0.0819 Eh/bohr.


Entry 2:
ORCA calculation (wB97M-V/def2-TZVPD) on a molecular structure, C48H46BBrFN12O5Sc at a distorted geometry.

Each line ends with the Löwdin charge.
Positions of all 115 atoms, in Å:
Sc1 -1.705 0.027 -2.011  1.114
B1 -4.106 -0.124 -4.610  -0.392
N1 -4.598 -0.702 -3.261  -0.061
C1 -5.775 -1.290 -3.047  -0.056
C2 -5.905 -1.550 -1.692  -0.032
C3 -4.725 -1.073 -1.144  -0.130
N2 -3.934 -0.553 -2.095  -0.027
N3 -2.713 -0.728 -4.933  -0.054
C4 -2.415 -1.407 -6.041  -0.056
C5 -1.061 -1.698 -6.042  -0.028
C6 -0.596 -1.148 -4.858  -0.119
N4 -1.596 -0.554 -4.186  -0.044
H1 -4.867 -0.452 -5.470  0.083
H2 -4.026 1.075 -4.510  0.067
H3 -6.448 -1.493 -3.863  0.129
H4 -6.731 -2.015 -1.184  0.102
H5 -4.429 -1.088 -0.109  0.087
H6 -3.178 -1.646 -6.763  0.129
H7 -0.501 -2.233 -6.789  0.103
H8 0.412 -1.156 -4.481  0.089
C7 -3.831 1.265 3.559  -0.067
C8 -3.411 0.152 2.845  -0.058
C9 -3.146 0.255 1.492  -0.047
C10 -3.307 1.474 0.834  -0.230
C11 -3.745 2.590 1.557  -0.005
C12 -4.001 2.482 2.910  -0.062
N5 -2.998 1.541 -0.547  0.043
N6 -3.502 2.527 -1.118  0.125
C13 -3.181 2.762 -2.454  -0.314
C14 -3.876 3.790 -3.078  0.032
C15 -3.509 4.155 -4.362  -0.016
C16 -2.448 3.495 -4.960  -0.012
C17 -1.835 2.457 -4.275  -0.112
N7 -2.196 2.081 -3.054  0.047
H9 -4.040 1.183 4.618  0.109
H10 -3.301 -0.804 3.341  0.113
H11 -2.853 -0.620 0.929  0.093
H12 -3.874 3.529 1.040  0.110
H13 -4.342 3.348 3.462  0.112
H14 -4.682 4.276 -2.546  0.126
H15 -4.028 4.950 -4.879  0.124
H16 -2.110 3.761 -5.951  0.122
H17 -1.032 1.892 -4.732  0.125
F1 1.024 3.061 3.716  0.065
C18 1.002 1.724 3.514  -0.179
C19 0.496 1.278 2.328  0.099
C20 0.394 -0.087 2.060  -0.039
C21 -0.182 -0.532 0.794  -0.283
O1 -0.571 0.306 -0.042  -0.062
C22 -0.270 -1.952 0.644  -0.008
C23 0.164 -2.773 1.638  0.064
N8 0.709 -2.353 2.798  0.021
C24 1.075 -3.320 3.811  -0.257
C25 2.527 -3.573 4.105  -0.091
C26 1.709 -4.611 3.403  -0.071
C27 0.824 -0.995 3.039  -0.107
C28 1.363 -0.514 4.237  0.066
C29 1.462 0.844 4.512  -0.126
N9 2.042 1.265 5.727  -0.091
C30 1.667 0.600 6.967  -0.121
C31 2.933 0.394 7.813  -0.068
N10 3.907 1.476 7.457  0.062
C32 3.194 2.775 7.259  -0.074
C33 2.366 2.672 5.967  -0.125
C34 -0.870 -2.619 -0.586  -0.542
O2 -0.822 -3.827 -0.671  0.095
O3 -1.366 -1.803 -1.454  -0.101
H18 0.145 1.983 1.586  0.135
H19 0.060 -3.840 1.494  0.151
H20 0.380 -3.341 4.643  0.158
H21 2.817 -3.745 5.133  0.105
H22 3.260 -3.035 3.517  0.116
H23 1.417 -5.501 3.941  0.117
H24 1.909 -4.776 2.354  0.115
H25 1.735 -1.229 4.956  0.106
H26 1.202 -0.359 6.770  0.125
H27 0.938 1.206 7.518  0.140
H28 3.407 -0.565 7.612  0.138
H29 2.708 0.460 8.876  0.142
H30 4.348 1.231 6.569  0.187
H31 4.636 1.553 8.166  0.191
H32 3.916 3.584 7.188  0.143
H33 2.572 2.946 8.135  0.140
H34 2.947 3.048 5.128  0.135
H35 1.480 3.304 6.072  0.138
C35 0.243 3.820 -0.865  -0.054
O4 0.365 2.540 -1.464  -0.105
C36 1.574 2.226 -1.986  -0.199
C37 2.636 3.109 -2.077  -0.049
C38 3.859 2.660 -2.562  -0.672
Br1 5.317 3.871 -2.633  0.772
C39 4.041 1.355 -2.949  -0.072
C40 2.970 0.461 -2.868  -0.055
C41 1.722 0.898 -2.416  -0.153
O5 0.673 0.034 -2.375  -0.050
C42 3.092 -0.947 -3.219  -0.214
N11 2.093 -1.786 -3.051  0.143
C43 2.537 -3.027 -3.464  -0.183
C44 1.881 -4.255 -3.498  0.007
C45 2.595 -5.334 -3.977  -0.072
C46 3.923 -5.205 -4.411  -0.074
C47 4.584 -3.993 -4.381  -0.011
C48 3.866 -2.905 -3.900  -0.170
N12 4.188 -1.570 -3.727  0.193
H36 1.032 3.981 -0.125  0.099
H37 -0.722 3.841 -0.366  0.089
H38 0.282 4.618 -1.611  0.107
H39 2.540 4.140 -1.774  0.103
H40 5.011 1.035 -3.302  0.105
H41 1.093 -0.888 -2.601  0.032
H42 0.855 -4.345 -3.163  0.116
H43 2.123 -6.306 -4.024  0.109
H44 4.441 -6.079 -4.782  0.110
H45 5.607 -3.897 -4.720  0.115
H46 5.070 -1.142 -3.946  0.163

Atoms 1-3, force components in eV/Å:
0.3783 0.1915 0.3040
0.0951 0.2438 0.1656
-0.2343 -0.0872 -0.0860

As for the net charge: +2. The energy comes out at -6349.231792 a.u. The HOMO energy is -11.85 eV. As for the HOMO-LUMO gap: 0.2459 Eh. The maximum force comes out at 0.0253 Eh/bohr.


Entry 3:
ORCA calculation (wB97M-V/def2-TZVPD) on 5 unconnected molecules or ions with the total composition C12H9BCl16F13O2S at a distorted geometry.

Each line ends with the Löwdin charge.
Positions of all 54 atoms, in Å:
C1 -5.018 -1.994 2.112  -0.121
O1 -5.505 -2.602 0.870  -0.100
B1 -4.424 -3.519 0.512  -0.623
O2 -4.554 -4.859 1.095  0.015
C2 -3.183 -3.095 -0.449  -0.127
C3 -1.891 -3.980 -0.083  -0.298
C4 -0.507 -3.184 -0.163  -0.106
C5 -0.452 -1.869 0.735  -0.310
F1 -1.440 -1.846 1.757  0.055
F2 -0.877 -0.820 -0.149  -0.046
C6 0.988 -1.426 1.219  -0.230
F3 1.881 -1.407 0.119  0.087
F4 0.864 -0.043 1.561  0.039
C7 1.585 -2.108 2.523  -0.238
F5 0.734 -1.829 3.591  0.115
F6 2.733 -1.297 2.812  0.072
C8 2.146 -3.579 2.415  -0.299
F7 2.565 -3.954 1.119  0.077
F8 3.359 -3.604 3.155  0.055
S1 1.112 -4.989 3.097  0.997
F9 1.149 -5.778 1.599  -0.187
F10 2.534 -5.840 3.449  -0.193
F11 1.158 -4.421 4.654  -0.157
F12 -0.337 -4.292 2.730  -0.140
F13 0.268 -6.311 3.677  -0.167
H1 -5.803 -1.334 2.597  0.085
H2 -4.082 -1.398 1.806  0.081
H3 -4.640 -2.802 2.829  0.092
H4 -4.168 -5.425 0.391  0.076
H5 -3.513 -3.429 -1.492  0.019
H6 -1.827 -4.802 -0.889  0.095
H7 -2.014 -4.552 0.906  0.086
H8 -0.375 -2.850 -1.251  0.137
H9 0.325 -3.927 0.039  0.089
C9 -1.454 2.697 -0.327  -1.994
Cl1 -0.042 1.831 -0.962  0.553
Cl2 -0.996 4.372 0.059  0.458
Cl3 -2.745 2.701 -1.547  0.512
Cl4 -2.033 1.890 1.143  0.560
C10 2.845 6.501 -0.054  -2.013
Cl5 3.629 6.996 -1.569  0.472
Cl6 1.725 7.775 0.475  0.515
Cl7 1.945 4.995 -0.316  0.488
Cl8 4.081 6.244 1.196  0.516
C11 6.668 7.769 -4.205  -2.025
Cl9 6.977 6.447 -3.062  0.514
Cl10 7.201 7.285 -5.828  0.515
Cl11 4.930 8.130 -4.236  0.493
Cl12 7.563 9.215 -3.694  0.512
C12 -1.817 4.863 -5.193  -2.035
Cl13 -3.451 5.482 -4.879  0.510
Cl14 -0.796 5.138 -3.769  0.501
Cl15 -1.899 3.123 -5.534  0.519
Cl16 -1.122 5.708 -6.593  0.501

Atoms 1-3, force components in eV/Å:
1.0446 0.0249 -0.6861
1.2684 -0.6786 1.4374
0.5785 0.1692 -1.1794

As for the net charge: -1. The energy comes out at -9697.330084 a.u. The HOMO energy is -2.32 eV. As for the HOMO-LUMO gap: 0.1092 Eh. The maximum force comes out at 0.0943 Eh/bohr.